202
Properties=species:S:1:pos:R:3:forces:R:3:lowdin_charge:R:1 method="wB97M-V/def2-TZVPD" e_above_lowest_kj_mol=474.6 e_lumo_ev=0.513 molar_mass_g_mol=1110.6 gap_ev=8.68
C -6.80360 0.75638 -3.25674 2.245 -0.533 3.274 -0.052
O -6.10440 1.52263 -2.20989 0.261 0.425 -1.366 -0.228
C -5.49102 2.76682 -2.63776 -0.727 -0.904 -0.457 -0.183
C -4.39315 2.65542 -3.72047 -0.868 -0.330 -1.724 -0.448
C -3.35923 1.59389 -3.42933 2.637 0.349 0.964 -0.068
N -3.70726 3.94345 -3.91533 -0.023 -2.178 -0.849 0.056
H -7.14088 -0.07314 -2.63240 -0.693 0.031 -0.531 0.095
H -6.12265 0.33435 -3.96136 0.610 -0.036 -0.753 0.071
H -7.53620 1.33775 -3.69587 -1.735 1.023 -0.931 0.059
H -6.29976 3.43993 -3.05727 0.814 -0.317 0.744 0.134
H -5.01830 3.12754 -1.71897 -0.289 0.379 -0.105 0.108
H -4.91824 2.41519 -4.72328 0.783 0.252 1.426 0.156
H -3.72542 0.68073 -2.99032 -0.549 -0.454 -0.345 0.049
H -2.65230 1.93829 -2.57533 -1.101 -0.046 -1.234 0.083
H -2.63129 1.36813 -4.27449 -1.224 0.325 0.822 0.105
H -3.23265 4.14301 -3.08011 0.729 0.765 1.234 0.032
H -4.34324 4.64557 -4.16575 -0.879 1.263 -0.191 0.049
C -3.51065 0.22893 -0.05034 -0.463 -1.444 -0.387 -0.066
O -2.41119 -0.59810 -0.34320 -0.919 -1.241 -1.228 -0.202
C -1.35933 -0.42401 0.50646 1.728 0.540 1.788 -0.216
C -0.56008 0.84394 0.17562 0.971 0.649 -0.766 -0.438
C -0.17953 0.96032 -1.29506 1.424 -0.608 0.817 -0.040
N 0.64137 0.94881 0.98224 1.488 1.037 1.688 0.055
H -3.86594 -0.02584 0.97717 -0.204 0.338 -0.644 0.096
H -4.26932 0.04954 -0.86239 0.532 0.321 1.119 0.103
H -3.11851 1.21170 -0.09759 -0.388 1.458 0.099 0.043
H -1.69590 -0.18329 1.53901 -0.036 -0.745 -0.270 0.095
H -0.70828 -1.34832 0.54243 -0.581 0.958 -0.300 0.142
H -1.18282 1.71315 0.35469 -0.650 0.202 0.303 0.083
H -1.03898 0.94007 -1.88201 -1.478 0.462 -1.098 0.016
H 0.35391 0.07750 -1.61653 0.462 -0.517 0.088 0.064
H 0.48268 1.80294 -1.52993 -0.422 0.134 0.196 0.077
H 1.17960 1.89348 0.88462 -1.378 -2.200 0.219 0.092
H 0.46459 0.76862 2.01186 0.177 0.467 -1.738 0.075
C 0.93211 -5.55085 -2.50624 -1.135 0.821 -0.541 -0.093
O 0.33121 -4.99685 -1.32535 0.802 -0.870 0.091 -0.237
C 1.32117 -4.84545 -0.29485 -0.509 1.711 -0.475 -0.187
C 2.08045 -3.52769 -0.60240 -0.067 0.706 0.470 -0.189
N 3.16142 -3.15557 0.36883 -0.249 0.871 -1.467 -0.036
C 2.57871 -2.57484 1.59309 -1.738 -0.490 -2.515 -0.226
C 3.28487 -1.34913 1.99074 1.489 1.289 1.284 -0.227
O 2.84458 -0.96302 3.28661 -0.774 1.591 -1.365 -0.204
C 3.33776 -1.81701 4.22214 1.758 1.121 1.838 -0.151
H 1.57273 -6.40240 -2.26991 0.092 0.034 0.023 0.083
H 1.48191 -4.75384 -3.06290 -0.257 -0.715 0.268 0.083
H 0.08173 -5.89950 -3.13879 0.725 0.254 0.335 0.089
H 1.99728 -5.68448 -0.32013 0.332 -0.401 0.274 0.106
H 0.77682 -4.78692 0.66279 0.286 -0.100 -0.305 0.123
H 1.35244 -2.66972 -0.66163 0.169 -0.834 0.113 0.118
H 2.47802 -3.58746 -1.62305 0.309 -0.142 0.345 0.100
H 3.67408 -2.37809 -0.12786 -0.543 -1.120 0.689 0.083
H 2.49334 -3.35428 2.31170 0.338 -0.435 0.871 0.092
H 1.49274 -2.28735 1.40044 0.980 -0.029 0.141 0.127
H 3.12783 -0.49270 1.35122 -0.760 -0.087 -0.317 0.086
H 4.40768 -1.39270 2.02471 -0.589 -0.692 -0.040 0.139
H 3.02087 -2.79844 3.96627 0.188 -1.177 0.624 0.063
H 2.98508 -1.45274 5.19997 -0.152 -0.559 -0.202 0.096
H 4.46419 -1.67862 4.27050 -0.874 -0.754 -0.061 0.110
C -7.20904 -2.10845 1.77082 0.871 1.231 -0.746 -0.139
O -6.78729 -2.81430 2.86802 0.621 -1.383 1.462 -0.201
C -5.69783 -2.28481 3.63645 0.007 -0.174 -1.103 -0.205
C -5.55478 -3.12766 4.88671 0.348 -0.268 -0.381 -0.209
N -5.21516 -4.51556 4.71034 -0.919 -1.510 -1.318 -0.049
C -3.87171 -4.73474 4.20906 -1.247 -2.303 0.067 -0.207
C -3.77171 -5.98960 3.33580 0.342 -1.066 0.532 -0.240
O -4.58540 -6.05177 2.20042 0.074 -0.048 -1.038 -0.199
C -4.06018 -5.30029 1.07887 -1.118 -0.117 1.072 -0.062
H -8.07171 -2.59745 1.31681 0.081 0.013 0.163 0.090
H -6.38346 -2.04281 1.02898 -0.422 0.016 -0.006 0.086
H -7.45149 -1.07335 2.06867 -0.223 -0.093 -0.264 0.087
H -5.98037 -1.28418 3.93563 0.166 0.643 0.096 0.112
H -4.73138 -2.23632 3.04192 -1.006 -0.082 0.340 0.119
H -6.49607 -3.11176 5.38777 -0.732 0.269 0.569 0.111
H -4.78653 -2.69896 5.52640 0.006 0.321 0.121 0.110
H -5.87828 -5.00710 4.05230 0.766 1.031 0.978 0.134
H -3.21341 -4.89341 5.02986 0.829 0.025 0.765 0.104
H -3.53392 -3.93824 3.64779 0.959 2.015 -1.248 0.070
H -3.95676 -6.93243 3.86565 -0.647 0.417 0.498 0.126
H -2.74277 -6.18880 3.06057 0.687 0.581 -0.312 0.109
H -4.45954 -5.72539 0.14114 -0.502 0.594 0.569 0.086
H -2.99791 -5.47060 0.96219 0.545 0.396 0.389 0.075
H -4.36372 -4.25982 1.35294 0.626 -0.414 -1.246 0.094
C 2.53066 10.00182 1.17529 0.548 0.174 0.394 -0.113
O 3.25207 8.79653 1.21809 0.353 -0.077 0.267 -0.177
C 2.49577 7.64813 0.88802 1.822 0.552 0.146 -0.242
C 1.56385 7.27257 1.98450 -0.183 -1.430 -0.110 -0.180
N 0.99985 5.97089 1.51474 -0.805 0.339 0.802 -0.059
C 0.03597 5.28301 2.41672 -1.458 2.621 -0.854 -0.177
C -0.85680 4.37589 1.63224 0.240 -1.727 -1.057 -0.249
O -1.91637 5.04554 0.96982 0.093 0.120 -0.124 -0.188
C -2.60912 4.15301 0.09878 -1.266 1.814 -0.282 -0.106
H 2.14267 10.13668 0.18343 -0.182 0.417 -0.766 0.079
H 3.24854 10.79559 1.44513 -0.482 -0.248 -0.224 0.101
H 1.67325 10.03853 1.84949 0.071 -0.047 0.293 0.077
H 3.22404 6.89153 0.54310 -0.418 0.085 0.810 0.108
H 1.92376 7.84676 0.02691 -1.020 0.411 -1.467 0.100
H 0.85164 8.09248 2.09508 -0.517 -0.228 0.088 0.109
H 2.08551 7.20558 2.94305 0.028 -0.443 -0.111 0.131
H 0.47635 6.18453 0.65410 0.307 -0.242 0.383 0.112
H -0.66123 6.06270 2.84478 0.565 -0.659 0.063 0.137
H 0.46825 4.74417 3.22617 0.838 -0.340 0.496 0.107
H -1.31887 3.61709 2.28385 0.271 0.019 0.029 0.109
H -0.23000 3.80513 0.86580 -0.628 0.539 0.743 0.125
H -2.85802 3.23723 0.60809 0.025 -0.560 0.234 0.044
H -1.97576 3.95910 -0.78630 -0.466 -0.086 0.121 0.089
H -3.63238 4.65541 -0.15812 2.007 -0.778 0.156 0.122
C 7.01251 2.21820 0.99161 -0.859 -0.241 0.986 -0.104
O 6.07584 3.18852 0.58186 0.490 -0.616 -1.468 -0.182
C 5.22278 3.45765 1.62659 -3.522 0.212 0.131 -0.242
C 4.02339 4.41558 1.19470 0.254 0.018 -0.011 -0.156
N 2.82996 3.79745 0.52206 0.823 0.903 0.477 -0.033
C 3.06923 3.68863 -0.89161 0.992 -0.151 -1.469 -0.228
C 2.87600 4.94549 -1.78715 -0.060 -1.485 0.505 -0.214
O 1.49114 5.16175 -1.69059 -1.065 1.203 -0.343 -0.230
C 1.00951 6.12301 -2.64635 0.883 -0.460 -0.435 -0.084
H 6.49455 1.32413 1.35008 -0.239 -0.102 0.153 0.073
H 7.55501 2.61112 1.84659 0.578 -0.008 0.056 0.090
H 7.64060 1.85103 0.21464 0.576 0.439 -0.860 0.079
H 5.74526 3.99143 2.36799 0.804 0.693 1.371 0.098
H 4.79609 2.53091 2.07393 0.239 0.309 -0.234 0.127
H 4.58644 5.16130 0.58685 -0.629 -0.243 -0.232 0.109
H 3.61514 5.03616 2.02192 0.509 -0.787 -0.021 0.111
H 1.98707 4.38415 0.69342 1.058 -0.236 0.039 0.060
H 2.42192 2.95022 -1.35037 -0.320 -0.312 0.062 0.087
H 4.08876 3.30458 -1.02832 -0.148 0.187 -0.004 0.097
H 3.12941 4.72908 -2.85174 0.159 -0.027 0.661 0.133
H 3.47020 5.78555 -1.43053 -0.008 0.344 -0.015 0.106
H 1.91418 6.51102 -3.17034 -0.847 0.381 0.333 0.089
H 0.40169 6.91476 -2.17448 0.413 -0.312 -0.121 0.084
H 0.42037 5.61371 -3.42789 -0.028 0.107 0.391 0.087
C 2.80887 -3.29041 -6.42131 0.176 0.247 0.204 -0.093
O 1.55363 -2.69459 -6.07977 0.098 -1.185 -0.473 -0.167
C 1.69752 -1.74338 -5.08318 0.710 0.962 1.376 -0.280
C 0.38425 -1.19104 -4.62024 -0.448 -1.318 0.022 -0.203
N -0.32998 -2.26047 -3.92249 0.039 0.345 0.512 -0.038
C -1.60632 -1.86651 -3.33867 0.718 -1.166 0.160 -0.198
C -2.14608 -3.05484 -2.53570 -0.527 1.574 -0.183 -0.213
O -2.56465 -4.00310 -3.48311 0.484 -0.296 -0.678 -0.187
C -2.77731 -5.28331 -2.94445 -0.523 1.278 1.216 -0.102
H 3.30507 -3.74909 -5.52701 -0.825 0.188 -0.866 0.067
H 3.47106 -2.47929 -6.70321 0.440 0.312 -0.213 0.080
H 2.75077 -3.94884 -7.33373 -0.441 0.428 1.233 0.109
H 2.35569 -0.92651 -5.40422 0.067 0.072 -0.260 0.122
H 2.11999 -2.09928 -4.11288 0.282 -0.529 -0.724 0.127
H -0.20565 -0.87557 -5.44887 -0.476 0.791 -0.997 0.109
H 0.58442 -0.35049 -3.96183 -0.117 0.064 0.221 0.111
H -0.50767 -3.04504 -4.53699 0.212 0.056 -0.199 0.110
H -2.33035 -1.56005 -4.08504 -0.487 0.048 -0.351 0.115
H -1.44754 -1.03464 -2.68846 0.098 0.525 0.574 0.071
H -2.99783 -2.62556 -1.94091 0.474 -0.825 -0.099 0.127
H -1.35101 -3.48370 -1.91827 -0.181 0.234 0.209 0.107
H -1.97694 -5.60003 -2.27217 -0.062 0.200 0.293 0.071
H -2.81843 -5.98820 -3.71814 -0.279 -0.900 -1.312 0.068
H -3.74758 -5.20163 -2.43612 0.133 -0.725 0.307 0.089
C 4.93040 -5.56634 -5.51897 1.994 0.758 -0.824 -0.095
O 5.17685 -4.43087 -4.71694 -1.512 0.365 -0.934 -0.198
C 6.43116 -4.41413 -4.15354 0.924 -1.719 -0.005 -0.276
C 7.00172 -3.05986 -4.05094 2.390 1.330 -1.254 -0.253
N 6.34679 -2.03704 -3.34069 0.134 0.987 0.528 -0.068
C 6.35859 -2.19326 -1.89979 -1.495 -0.390 -0.178 -0.196
C 5.95173 -0.90062 -1.25169 -0.341 0.043 0.227 -0.215
O 4.53188 -0.84505 -1.29705 0.272 0.566 -0.850 -0.214
C 4.00280 0.41528 -0.93860 -0.608 0.118 -0.432 -0.100
H 4.03282 -5.43873 -6.05880 -1.188 -0.109 -0.047 0.047
H 4.99328 -6.46209 -4.95484 -0.312 -1.017 0.651 0.083
H 5.70459 -5.64212 -6.31710 -0.114 0.043 0.412 0.106
H 7.11505 -5.00703 -4.79635 -0.017 0.181 0.331 0.127
H 6.37001 -4.92200 -3.20420 0.206 -0.271 0.744 0.122
H 7.12127 -2.67612 -5.09546 0.086 -0.364 0.553 0.134
H 8.06633 -3.11673 -3.61030 -1.361 -0.258 -0.730 0.148
H 5.49911 -1.66950 -3.76912 0.157 -0.417 0.525 0.129
H 7.31775 -2.53652 -1.53188 0.427 0.055 -0.243 0.122
H 5.61822 -2.96872 -1.64163 0.191 0.069 0.562 0.120
H 6.45757 -0.09808 -1.79676 -0.390 0.292 -0.170 0.126
H 6.21273 -0.77273 -0.20970 0.523 -0.367 0.521 0.109
H 4.16262 0.59773 0.11130 0.050 0.202 0.605 0.060
H 2.91853 0.32756 -1.12792 0.438 0.342 0.165 0.092
H 4.42715 1.30031 -1.45952 -0.065 -0.826 -0.181 0.089
C -5.49840 2.74048 3.83352 -0.480 1.852 0.295 -0.140
O -4.54189 2.02525 4.55189 1.054 0.698 -1.158 -0.170
C -3.40087 1.80883 3.69367 -0.809 -3.080 1.357 -0.190
C -2.87097 0.45097 4.17612 -0.294 0.360 1.719 -0.232
N -1.52600 0.36794 3.71795 1.827 -1.785 -0.242 -0.085
C -0.84296 -0.95128 4.06935 -0.142 1.551 -2.053 -0.167
C -0.88286 -1.31108 5.47400 0.050 -1.297 3.251 -0.248
O -2.07546 -2.04229 5.83693 0.360 -0.073 -1.112 -0.233
C -2.12529 -2.44613 7.19626 1.077 0.631 -0.943 -0.092
H -5.75629 2.17365 2.94313 -0.900 -0.032 0.029 0.084
H -5.16212 3.72994 3.48397 0.756 -0.203 -0.272 0.083
H -6.28495 3.13569 4.50735 -0.171 -1.319 -0.343 0.098
H -2.56588 2.45257 3.83569 0.194 1.469 0.163 0.095
H -3.60701 1.66634 2.61867 -0.418 0.592 0.342 0.108
H -3.50934 -0.39431 3.85819 0.486 0.330 -0.262 0.113
H -2.89318 0.39069 5.31537 -0.395 0.340 -1.112 0.136
H -0.95541 1.16045 4.05456 -0.466 -0.737 -0.016 0.121
H 0.21922 -0.84010 3.70345 -1.078 -0.525 0.279 0.121
H -1.39361 -1.79582 3.61104 0.428 0.556 -0.677 0.131
H -0.85613 -0.45657 6.12850 0.213 0.839 0.309 0.118
H -0.02254 -1.94093 5.79578 -0.200 0.220 -0.464 0.128
H -2.56207 -1.62530 7.74534 0.076 0.171 0.745 0.085
H -1.10018 -2.71485 7.53951 -0.678 0.153 0.117 0.098
H -2.77000 -3.29510 7.22785 -0.430 -0.658 0.216 0.071